1.
Below is a cluster of 5 separate species, C18H28BN2O15S in total, with properties calculated with the ωB97M-V functional and the def2-TZVPD basis.

The geometry in ORCA input format:
```
! wB97M-V def2-TZVPD RIJCOSX def2/J DEFGRID3
* xyz 1 1
C -2.909 -4.355 -3.366
C -1.960 -2.989 -3.315
O -0.995 -3.014 -2.180
N -1.610 -2.764 -1.011
C -2.366 -3.711 -0.061
N -2.911 -2.906 1.119
S -3.879 -3.395 2.487
C -2.570 -1.433 1.066
C -1.707 -1.418 -0.328
B -1.121 0.071 -0.705
O -0.104 0.775 0.118
O -1.645 0.810 -1.905
C -2.956 1.337 -1.404
H -3.939 -4.043 -2.857
H -2.423 -5.179 -2.654
H -3.111 -4.741 -4.453
H -1.415 -2.941 -4.351
H -2.705 -2.071 -3.156
H -2.522 -4.875 -0.240
H -5.200 -2.971 2.190
H -2.825 -0.531 1.767
H -0.603 1.253 0.872
H -2.856 1.658 -0.261
H -3.255 2.277 -2.035
H -3.792 0.520 -1.451
C 1.385 1.951 -2.823
C 2.112 2.742 -1.785
O 2.815 3.707 -2.544
C 2.146 3.847 -3.726
O 2.376 4.716 -4.549
O 1.185 2.887 -3.865
H 0.429 1.565 -2.458
H 1.982 1.117 -3.207
H 1.431 3.259 -1.100
H 2.804 2.128 -1.202
C -3.173 2.441 4.921
C -2.759 1.030 5.186
O -2.811 0.429 3.906
C -2.675 1.433 2.991
O -2.507 1.257 1.796
O -2.752 2.658 3.587
H -2.693 3.151 5.600
H -4.259 2.575 4.975
H -1.735 0.960 5.569
H -3.433 0.522 5.881
C 4.109 1.983 2.168
C 3.764 0.594 2.597
O 2.607 0.776 3.391
C 2.033 1.949 2.993
O 0.930 2.331 3.347
O 2.854 2.638 2.147
H 4.576 2.010 1.180
H 4.761 2.493 2.885
H 3.514 -0.055 1.752
H 4.564 0.128 3.179
C 3.301 -1.799 -2.445
C 3.792 -2.257 -1.110
O 4.694 -1.236 -0.727
C 4.331 -0.109 -1.408
O 4.785 1.002 -1.193
O 3.392 -0.389 -2.359
H 2.271 -2.110 -2.639
H 3.938 -2.144 -3.266
H 2.990 -2.317 -0.368
H 4.301 -3.223 -1.163
*
```

Output
energy: -2363.382669 hartree
HOMO energy: -0.435 hartree
HOMO-LUMO gap: 0.2766 hartree
LUMO level: -0.15807 Eh

---

2.
Below is an isolated molecule of C5H6N2, with properties calculated with the ωB97M-V functional and the def2-TZVPD basis.

The geometry in ORCA input format:
```
! wB97M-V def2-TZVPD RIJCOSX def2/J DEFGRID3
* xyz 0 1
C -2.446 -0.074 -0.062
C 1.597 -0.712 0.252
C 0.995 -1.820 -0.023
C 0.966 0.861 -0.057
C -1.147 0.269 -0.499
N -3.542 -0.319 0.203
N -0.291 0.885 0.360
H 2.590 -0.647 0.750
H -0.067 -2.000 -0.398
H 1.654 1.194 0.741
H 1.149 1.236 -1.057
H -0.732 0.144 -1.474
H -0.726 0.984 1.263
*
```

Output
energy: -303.424532 hartree
ΔE to the lowest compared entry with this formula, charge and spin: 132.74 kcal per mole
HOMO energy (spin up / spin down): -0.319 / -0.282 hartree
HOMO-LUMO gap (spin up / spin down): 0.3068 / 0.2586 hartree
LUMO level (spin up / spin down): -0.01252 / -0.02319 Eh

---

Number 1: strongest force on any atom 8.80 eV/Å. Number 2: strongest force on any atom 6.14 eV/Å.